A structure of composition C67H135O33S16Zn. Source: the OMol25 dataset; level of theory: ωB97M-V/def2-TZVPD.

Properties
HOMO level   -0.386 Ha
Kohn-Sham gap   9.261 eV
Spin multiplicity   1
Charge   +1
LUMO level   -1.25 eV
Electronic energy   -13266.78408 Eh

XYZ file:
```
252
Properties=species:S:1:pos:R:3:mulliken_charge:R:1
Zn 0.661 -2.629 1.006 4.14
S 0.263 4.653 -3.719 1.25
S -3.975 1.808 -2.602 0.31
S -0.796 -4.418 -1.537 1.18
S -2.110 -0.097 -6.039 1.09
S -1.373 4.696 3.200 1.03
S 6.796 1.366 0.451 1.12
S 2.426 -2.078 4.122 0.35
S -2.362 -2.741 2.555 1.73
S 3.556 -3.718 -0.297 0.80
S 2.508 -3.419 -6.127 1.19
S 0.919 -5.898 2.563 1.79
S 4.325 1.834 -3.503 0.55
S -0.818 0.872 6.483 1.26
S -7.443 0.909 2.145 1.23
S 2.555 4.746 1.097 1.10
S -6.051 -2.395 -0.202 0.98
O -2.115 1.273 6.959 -0.82
O 1.057 -3.455 -6.099 -0.57
O -5.505 -1.198 0.422 -0.24
O -1.404 -2.519 1.475 -1.04
O 3.144 -3.226 -7.419 -0.79
O 3.219 -4.188 -1.614 -0.58
O -4.613 2.550 -1.520 -0.37
O -0.724 0.036 5.273 -0.13
O -2.536 1.799 -2.705 0.19
O 1.514 5.272 -3.479 -0.69
O 3.616 5.240 0.256 -0.72
O 5.751 1.621 -3.356 -0.92
O 1.600 -0.956 0.820 0.52
O 2.623 -2.256 5.523 -0.76
O -1.263 6.107 3.572 -0.82
O -6.454 0.400 3.046 -0.58
O 0.021 -4.931 1.955 -0.90
O -8.534 -0.024 1.798 -0.72
O 2.537 -3.882 0.755 -0.78
O -2.859 1.030 -6.609 -0.80
O 1.902 -5.530 3.566 -0.92
O 5.330 1.489 0.410 -0.06
O -5.352 -2.956 -1.303 -0.73
O 7.320 0.136 0.985 -0.85
O -2.790 -1.215 -5.435 -0.64
O 3.446 0.704 -3.745 0.06
O 1.325 -2.658 3.402 -0.61
O 1.409 4.248 0.435 -0.36
O 0.127 3.509 -4.632 -0.67
O -0.802 -5.747 -1.015 -0.97
O -0.236 3.797 3.360 -0.42
O -3.356 -3.780 2.265 -0.98
O -0.003 -3.392 -0.796 0.32
C 3.750 2.881 -2.222 2.43
C -2.088 4.487 1.566 -0.07
C -6.123 0.654 -3.287 -0.85
C 4.828 -1.076 3.648 -1.06
C 2.971 4.101 3.669 -0.06
C 3.122 -4.811 -5.351 -0.34
C -1.772 6.274 -3.219 -0.63
C -2.859 -2.782 5.015 -1.03
C 3.176 3.523 2.263 1.02
C -8.112 2.527 2.737 -1.02
C 5.749 -2.454 -0.782 -0.55
C 5.084 -4.605 0.181 -1.30
C -1.968 4.954 -2.422 0.20
C -5.963 1.667 -4.410 -0.85
C -0.882 5.923 -4.431 -1.14
C 4.213 3.223 -4.755 -0.61
C 4.286 -2.139 -0.491 0.70
C 0.670 -0.154 -1.333 -0.70
C -0.073 -7.093 3.324 -0.80
C -2.355 -3.078 -3.092 0.96
C -2.894 2.713 3.178 1.05
C -0.939 -0.691 -7.285 -0.97
C -3.197 3.434 1.807 -0.36
C 1.073 2.310 7.637 -0.79
C 3.854 0.096 3.458 0.61
C 7.317 2.802 1.329 -1.18
C 0.077 0.036 7.806 -1.00
C 0.327 2.287 6.337 0.34
C -7.844 -3.540 1.440 -0.62
C -3.734 -1.653 4.416 -0.91
C 4.545 -2.843 -4.776 -1.12
C -0.256 -4.408 -3.249 0.13
C 3.167 -2.262 -4.951 0.82
C -0.865 0.434 -4.911 1.27
C 4.865 4.363 -4.003 -0.84
C 1.655 -6.924 1.327 -0.45
C 1.353 0.865 8.036 -0.50
C -6.677 1.524 0.582 -0.27
C -1.518 -3.966 -4.059 -0.94
C 4.035 -2.421 3.466 0.13
C 0.325 -8.441 2.797 -0.97
C 0.802 -8.260 1.337 -0.69
C 4.410 4.287 -2.476 -0.67
C -6.317 -3.749 1.028 -0.15
C -4.784 0.180 -2.691 1.13
C -0.229 0.690 0.842 -0.19
C 2.425 -0.341 3.767 1.23
C -2.412 -3.717 -1.735 -0.64
C -1.658 -3.023 4.060 0.33
C -2.618 3.814 4.130 -1.07
C 7.189 3.963 0.341 0.13
C 3.032 5.686 3.558 -0.77
C -8.588 -3.234 0.128 -0.63
C 7.932 3.418 -0.912 -0.71
C -3.310 -1.349 2.987 2.44
C 4.441 -4.411 -4.725 -0.34
C 0.391 0.023 -7.001 -0.67
C 1.063 0.172 0.132 2.41
C -0.668 4.224 -2.196 0.96
C -4.624 2.425 -4.133 -0.61
C 0.465 -0.098 -5.478 1.60
C 7.660 1.899 -1.155 -0.48
C 2.162 6.060 2.287 -1.02
C -6.672 3.000 0.850 0.22
C -7.964 3.472 1.523 -0.78
C 6.197 -3.562 0.198 -0.50
C -7.808 -2.140 -0.634 -0.66
H -0.855 -1.756 -7.163 0.33
H 2.796 6.152 4.524 0.46
H -1.362 5.413 -5.269 0.32
H -6.094 -4.751 0.563 0.34
H -1.261 -4.021 3.985 0.14
H -2.402 -2.677 5.991 0.44
H 1.444 -9.120 1.093 0.41
H -2.683 4.352 -2.962 -0.24
H 5.323 -1.053 4.621 0.45
H -6.513 3.577 -0.136 0.28
H 4.021 0.440 2.411 -0.72
H 1.274 -0.479 -7.507 0.36
H -0.426 -9.099 3.036 0.54
H -7.358 2.926 3.383 0.31
H 0.469 1.063 -7.372 0.38
H 0.221 -1.134 -1.395 -0.80
H 5.177 -2.676 -5.613 0.51
H 2.666 3.039 -2.234 -0.76
H -3.215 -4.508 -1.643 0.45
H -3.616 -0.747 4.997 0.38
H -8.250 -4.446 1.866 0.45
H -0.130 4.698 -1.334 -0.02
H 0.299 -0.957 7.435 0.23
H -2.696 6.791 -3.485 0.44
H 8.972 3.535 -0.681 0.42
H -7.868 4.522 1.870 0.41
H 2.666 2.593 2.149 -0.74
H -5.896 1.212 -5.405 0.32
H 7.713 4.777 0.833 0.52
H -2.722 -0.398 2.894 -1.17
H 0.013 -8.214 0.554 0.30
H 4.710 2.733 -5.674 0.52
H -3.490 4.441 4.337 0.41
H 1.786 0.988 0.189 -0.58
H -6.862 2.307 -4.508 0.31
H 1.348 -0.187 -2.147 0.04
H 0.416 2.698 8.465 0.30
H -4.792 3.490 -3.915 0.69
H -0.850 1.516 -4.818 -0.36
H 3.640 5.043 -2.277 0.55
H 2.016 2.854 7.648 0.41
H -2.085 1.955 3.115 -0.84
H 4.351 -4.730 -3.714 -0.12
H -0.455 -0.037 8.728 0.53
H 4.573 -3.235 3.890 0.94
H 1.811 -0.323 2.833 -1.07
H -2.627 -2.983 -0.948 -0.22
H -1.099 -0.012 -3.910 -0.50
H 3.097 3.374 -4.941 0.13
H 2.147 0.455 7.382 0.07
H 4.693 5.332 -4.408 0.47
H 3.755 3.704 4.309 0.62
H -0.108 0.588 -1.575 -0.38
H 7.741 4.110 -1.769 0.29
H -2.484 5.211 -1.472 -0.02
H -8.072 -1.155 -0.319 0.01
H 5.851 -2.789 -1.789 0.10
H 4.169 0.927 4.055 0.48
H -2.131 3.630 5.030 0.21
H -5.734 3.185 1.486 -0.49
H -9.678 -2.978 0.337 0.34
H 4.107 -1.671 0.447 -0.78
H -4.957 -0.363 -1.811 -0.37
H 2.430 6.951 1.770 0.71
H 1.121 6.104 2.459 0.16
H 5.297 -4.875 -5.201 0.52
H -5.702 1.071 0.549 -0.08
H -7.384 1.143 -0.205 0.16
H 3.889 -1.559 -1.262 0.19
H 7.064 1.648 -1.962 0.00
H -6.844 0.929 -2.527 0.08
H -1.435 -0.418 -8.253 0.50
H 4.193 3.399 1.996 -0.17
H 4.024 2.379 -1.260 -1.31
H 5.105 -2.500 -3.927 0.22
H 0.149 -7.118 4.386 0.45
H 5.220 4.506 -1.795 0.10
H 0.563 -1.183 -5.097 -0.67
H 7.193 -4.034 0.025 0.45
H -6.610 -0.216 -3.699 0.65
H -7.906 -2.203 -1.725 0.45
H -3.405 -2.819 -3.480 0.51
H -1.845 -2.110 -2.960 -0.79
H 6.305 -3.055 1.121 0.15
H 1.919 0.015 4.685 -0.59
H -5.489 -3.473 1.744 -0.25
H 0.126 -5.368 -3.496 0.81
H 3.118 -5.672 -6.028 0.57
H -1.156 -3.438 -4.935 0.20
H 2.635 -7.115 1.741 0.43
H -0.738 1.518 0.224 -0.27
H -7.827 -2.629 2.025 0.24
H -4.183 -0.365 -3.456 -0.41
H 0.488 -3.593 -3.449 -0.78
H -1.155 6.978 -2.551 0.26
H 8.599 1.285 -1.039 0.59
H -8.793 3.246 0.853 0.36
H 6.009 4.169 -3.952 0.16
H -3.853 2.247 3.641 0.24
H 1.363 0.390 -5.012 -0.83
H 3.134 -1.171 -5.303 0.27
H -3.419 -3.711 4.970 0.45
H -0.014 1.097 1.855 0.17
H 0.997 2.091 5.484 -0.44
H 2.387 -5.091 -4.574 -0.13
H -2.040 -4.930 -4.361 0.20
H -4.101 3.954 1.894 0.76
H 5.189 -5.300 -0.620 0.76
H 3.897 -2.636 2.437 -0.91
H -0.280 6.732 -4.712 0.54
H -1.189 4.223 0.928 -0.80
H -0.259 3.186 6.256 0.31
H 1.770 0.888 9.042 0.48
H 6.220 -1.488 -0.755 0.16
H -9.057 2.332 3.178 0.58
H -8.556 -4.149 -0.465 0.35
H -0.772 -2.408 4.263 -0.64
H -2.572 5.444 1.306 0.56
H 4.898 -5.201 1.098 0.26
H -3.927 2.149 -4.940 0.19
H 4.110 5.843 3.260 0.29
H -4.775 -1.911 4.499 0.41
H 2.029 3.810 4.069 -0.48
H 1.611 -6.376 0.418 -0.12
H -1.074 -6.839 3.054 0.28
H -1.004 -0.104 0.967 -0.83
H -0.690 3.163 -2.182 -0.84
H -4.168 -1.142 2.305 -1.29
H 6.099 4.185 0.205 -0.23
H 2.536 -2.402 -3.991 -0.67
H 1.112 -8.846 3.381 0.36
H 6.742 3.031 2.234 0.32
H 5.639 -1.062 2.875 0.27
H 8.355 2.623 1.582 0.55
H -3.122 2.699 0.969 0.16
```



A structure of composition C3H12KN2O. Source: the OMol25 dataset; level of theory: ωB97M-V/def2-TZVPD.

Properties
HOMO level   -0.354 Ha
Kohn-Sham gap   5.955 eV
Spin multiplicity   1
Charge   +1
LUMO level   -3.69 eV
Energy relative to the best compared isomer or geometry (same formula, charge and spin)   81.56 kcal per mole
Electronic energy   -905.88395 Eh

XYZ file:
```
19
Properties=species:S:1:pos:R:3:nbo_charge:R:1
K -2.283 -0.619 2.963 0.95
O -0.689 0.614 2.694 -1.04
N 1.404 -0.916 -2.586 -0.67
N -0.937 -0.939 -0.759 -0.85
C 0.612 0.324 -2.284 -0.24
C -0.036 0.182 -0.900 -0.26
C -0.487 1.137 3.927 -0.22
H -0.147 0.428 -3.058 0.22
H 0.731 0.111 -0.126 0.23
H 2.198 -0.992 -1.950 0.44
H 0.515 0.951 4.355 0.14
H -1.708 -0.978 -1.409 0.38
H -0.583 1.104 -0.700 0.25
H 0.788 -1.720 -2.436 0.44
H 1.754 -0.929 -3.543 0.45
H 1.278 1.183 -2.332 0.24
H -0.663 2.226 4.003 0.14
H -0.537 -1.838 -0.547 0.37
H -1.212 0.670 4.686 0.04
```



The molecule C6H8OS. Source: the OMol25 dataset; level of theory: ωB97M-V/def2-TZVPD.

Properties
HOMO level   -0.284 Ha
Kohn-Sham gap   8.392 eV
Structure (SMILES)   O[C@@H]1C=CS[C@@H]2C[C@@H]12
Spin multiplicity   1
LUMO level   0.66 eV
Energy relative to the best compared isomer or geometry (same formula, charge and spin)   116.15 kcal per mole
Electronic energy   -706.66107 Eh

XYZ file:
```
16
Properties=species:S:1:pos:R:3:nbo_charge:R:1
S 1.812 1.435 -0.264 0.36
O -2.274 0.028 -0.085 -0.70
C -1.006 -0.273 0.233 0.05
C 1.455 -0.235 -0.115 -0.45
C 1.203 -1.606 -0.856 -0.39
C -0.760 1.174 0.772 -0.20
C 0.023 -0.455 -0.797 -0.24
C 0.425 1.942 0.611 -0.44
H -0.215 -0.097 -1.852 0.24
H 1.077 -2.303 -0.027 0.21
H -0.656 -1.020 1.072 0.16
H 0.421 2.828 1.288 0.25
H 1.131 -0.516 0.979 0.21
H 1.872 -1.962 -1.799 0.25
H -2.911 -0.712 -0.376 0.48
H -1.596 1.774 1.217 0.23
```



A structure of composition C16H24AsCl2N2OS5Tc. Source: the OMol25 dataset; level of theory: ωB97M-V/def2-TZVPD.

Properties
HOMO level (spin up / spin down)   -0.509 / -0.509 Ha
Kohn-Sham gap (spin up / spin down)   4.626 / 4.620 eV
Spin multiplicity   1
Charge   +2
LUMO level (spin up / spin down)   -9.23 / -9.23 eV
Electronic energy   -6036.11661 Eh

XYZ file:
```
52
Properties=species:S:1:pos:R:3:nbo_charge:R:1
Tc 0.254 0.076 0.495 0.75
As -4.866 -0.204 -2.899 0.76
Cl 1.590 -1.261 1.883 0.25
Cl 5.100 2.223 -0.173 0.11
S -4.392 -0.876 -4.737 -0.28
S -3.371 -1.487 -1.524 -0.28
S 2.262 1.059 -0.166 0.34
S -1.266 1.013 -1.090 0.02
S -2.732 -0.094 -0.187 0.08
O -0.393 1.177 1.691 -0.41
N 1.077 -3.459 -2.858 -0.39
N 0.692 -1.528 -1.258 -0.44
C -0.273 2.458 3.695 -0.62
C 0.321 -3.944 -1.739 -0.24
C 0.354 -2.432 -3.560 -0.25
C -0.370 3.523 1.398 -0.63
C 0.141 -1.227 -2.599 -0.27
C 3.454 0.426 0.959 -0.20
C 0.016 -2.753 -0.777 -0.28
C 2.140 -1.788 -1.450 -0.26
C 3.190 -0.596 1.869 -0.09
C 4.147 -1.080 2.740 -0.20
C -0.839 2.342 2.267 0.23
C 2.360 -2.969 -2.435 -0.25
C 5.424 -0.532 2.695 -0.13
C 4.753 0.964 0.932 -0.05
C -2.379 2.300 2.334 -0.62
C 5.729 0.469 1.788 -0.19
H -2.810 2.389 1.341 0.22
H -0.631 3.374 4.156 0.25
H -2.732 3.126 2.944 0.25
H 3.903 -1.854 3.448 0.26
H 6.177 -0.877 3.387 0.26
H -0.804 4.436 1.792 0.25
H 2.910 -3.779 -1.955 0.22
H 0.715 3.599 1.412 0.22
H 0.633 -0.329 -2.978 0.22
H -1.062 -2.571 -0.761 0.22
H -0.705 3.388 0.372 0.22
H 2.923 -2.643 -3.311 0.23
H 2.585 -0.878 -1.860 0.22
H 6.727 0.876 1.743 0.26
H -2.704 1.366 2.787 0.23
H 0.814 2.475 3.688 0.22
H 0.924 -2.131 -4.440 0.23
H -0.614 1.621 4.298 0.23
H -0.927 -1.033 -2.510 0.23
H 2.607 -2.005 -0.488 0.20
H 0.900 -4.718 -1.232 0.22
H 0.350 -3.006 0.230 0.21
H -0.602 -2.842 -3.890 0.22
H -0.601 -4.393 -2.106 0.23
```



A structure of composition C21H28BeF3O4. Source: the OMol25 dataset; level of theory: ωB97M-V/def2-TZVPD.

Properties
HOMO level   -0.080 Ha
Kohn-Sham gap   4.195 eV
Spin multiplicity   1
Charge   -1
LUMO level   2.02 eV
Electronic energy   -1432.25829 Eh

XYZ file:
```
57
Properties=species:S:1:pos:R:3:nbo_charge:R:1
F -2.366 -1.030 3.963 -0.34
F -3.553 0.614 4.800 -0.33
F -4.376 -0.606 3.162 -0.31
O -1.311 1.130 2.661 -0.98
O -3.406 1.570 1.888 -0.51
O 3.396 -1.468 -0.153 -0.55
O -1.061 0.039 0.278 -0.62
C 4.388 -1.989 0.787 -0.06
C -0.497 -1.059 1.074 -0.11
C 0.102 2.991 0.471 -0.74
C -2.616 0.965 2.602 0.69
C -2.053 3.619 -0.147 -0.24
C -1.947 3.798 1.254 -0.23
C -4.876 1.299 -0.896 -0.36
C -3.225 0.327 -2.180 -0.40
C -0.821 3.173 -0.643 -0.27
C -4.135 1.423 -2.114 -0.37
C -3.235 -0.036 3.644 0.89
C -0.301 0.049 -0.990 -0.08
C -4.403 0.144 -0.210 -0.34
C 1.109 -0.144 -0.511 -0.42
C 4.584 -1.192 -2.303 -0.63
C 3.293 -3.289 -1.855 -0.63
C -3.409 -0.476 -1.016 -0.37
C -0.616 3.460 1.656 -0.46
C 4.090 -2.156 -1.241 0.28
C 5.201 -2.683 -0.306 -0.46
C 0.898 -1.257 0.539 -0.43
Be -0.469 1.482 1.375 1.66
H -5.659 1.963 -0.539 0.18
H -0.463 -0.758 2.129 0.22
H 5.247 -3.771 -0.231 0.21
H 3.958 -3.888 -2.494 0.21
H -0.646 -0.811 -1.586 0.20
H -2.724 4.225 1.885 0.21
H 1.791 -0.412 -1.320 0.22
H 5.295 -1.722 -2.948 0.21
H -0.565 3.045 -1.698 0.21
H -1.163 -1.922 0.956 0.20
H -2.915 -1.412 -0.783 0.16
H -2.933 3.845 -0.744 0.24
H -4.239 2.211 -2.851 0.17
H 1.535 0.752 -0.021 0.20
H 4.912 -1.164 1.278 0.18
H 6.179 -2.238 -0.464 0.21
H 0.945 -2.235 0.048 0.21
H 3.747 -0.861 -2.924 0.22
H 1.188 2.941 0.383 0.23
H 3.945 -2.686 1.516 0.18
H 1.609 -1.240 1.372 0.21
H 2.490 -2.899 -2.490 0.22
H -0.139 3.734 2.596 0.22
H 2.887 -3.949 -1.078 0.22
H 5.085 -0.334 -1.846 0.22
H -0.495 0.987 -1.514 0.25
H -2.505 0.133 -2.972 0.16
H -4.748 -0.230 0.750 0.19
```



The molecule C4H7N3O. Source: the OMol25 dataset; level of theory: ωB97M-V/def2-TZVPD.

Properties
HOMO level   -0.346 Ha
Kohn-Sham gap   8.982 eV
Structure (SMILES)   [H]/N=C(/C)N/N=C\C=O
Spin multiplicity   1
LUMO level   -0.42 eV
Energy relative to the best compared isomer or geometry (same formula, charge and spin)   69.92 kcal per mole
Electronic energy   -396.03699 Eh

XYZ file:
```
15
Properties=species:S:1:pos:R:3:nbo_charge:R:1
O 1.589 -1.185 -2.226 -0.49
N 1.110 -0.530 1.149 -0.18
N -0.220 -0.502 1.286 -0.47
N -2.285 0.634 0.712 -0.65
C -0.367 1.252 -0.483 -0.69
C 1.599 -0.863 0.039 -0.05
C 0.926 -1.187 -1.225 0.33
C -1.022 0.403 0.564 0.42
H 0.493 1.768 -0.054 0.23
H -0.084 0.608 -1.307 0.22
H -0.217 -1.296 -1.256 0.14
H 2.710 -0.771 -0.097 0.21
H -1.121 1.999 -0.828 0.26
H -0.478 -0.324 2.298 0.39
H -2.634 -0.007 1.428 0.32
```



A cluster of 2 separate species, C3H9N3O in total. Source: the OMol25 dataset; level of theory: ωB97M-V/def2-TZVPD.

Properties
HOMO level   -0.282 Ha
Kohn-Sham gap   8.427 eV
Spin multiplicity   1
LUMO level   0.76 eV
Energy relative to the best compared isomer or geometry (same formula, charge and spin)   123.30 kcal per mole
Electronic energy   -359.04795 Eh

XYZ file:
```
16
Properties=species:S:1:pos:R:3:nbo_charge:R:1
O -1.827 1.337 -0.872 -0.55
N 1.112 1.081 0.965 -0.78
N -1.615 0.062 -0.444 -0.15
N 2.149 0.320 -0.951 -0.85
C -1.955 -0.086 0.961 -0.44
C -0.453 -0.613 -0.900 -0.23
C 1.178 0.409 -0.072 0.43
H -0.054 -0.660 -1.905 0.21
H -1.998 -1.100 1.264 0.20
H 2.980 0.739 -0.503 0.36
H -1.420 0.254 1.779 0.21
H -0.411 -1.603 -0.323 0.22
H 1.960 1.525 1.226 0.32
H -0.907 1.795 -0.872 0.45
H 2.307 -0.421 -1.588 0.40
H -2.923 0.316 1.208 0.21
```



| no. | F_max (eV/A) |
| --- | --- |
| 1 | 4.00 |
| 2 | 3.72 |
| 3 | 6.19 |
| 4 | 3.41 |
| 5 | 2.85 |
| 6 | 3.82 |
| 7 | 5.67 |